Record 1
Below is the ion C4H14N3 with charge +1 at a distorted geometry, with properties calculated with ωB97M-V with the def2-TZVPD basis set.

Values from the calculation:
Charge: +1
SMILES string: CN(C)[N+](C)(C)N
Kohn-Sham gap in Eh: 0.390
E_LUMO in eV: -2.81
M in g/mol: 104.2
Energy relative to the best compared isomer or geometry (same formula, charge and spin) in eV: 4.7532
HOMO in eV: -13.43

Element x y z (Å)
1 C 1.3278 1.3564 0.6977
2 N 0.8158 0.0289 0.4486
3 C 1.6329 -1.0142 -0.1042
4 N -0.6192 0.0107 0.0072
5 C -1.2012 -1.2259 0.5162
6 C -0.7458 0.0128 -1.4172
7 N -1.4516 1.1574 0.5340
8 H 1.0001 2.1059 -0.0744
9 H 0.9404 1.8083 1.5807
10 H 2.4099 1.2801 0.7184
11 H 1.2962 -1.9690 0.2590
12 H 1.5707 -1.0053 -1.1332
13 H 2.6222 -0.9699 0.1533
14 H -1.2840 -1.3073 1.5553
15 H -2.2452 -1.3831 0.0290
16 H -0.5320 -2.0462 0.2518
17 H -1.7109 0.2830 -1.7099
18 H 0.0229 0.6687 -1.9041
19 H -0.7157 -0.9239 -1.8338
20 H -1.6204 1.1741 1.5404
21 H -1.5132 1.9585 -0.1147

Cartesian forces, eV/Å:
-0.438 0.858 -1.774
-1.154 0.801 1.754
-2.522 -0.499 0.413
-0.224 1.774 2.447
-2.078 -1.842 -1.873
1.408 2.452 -1.806
0.978 -1.604 -1.371
0.714 -0.667 0.078
-0.036 -0.129 1.091
-0.015 0.170 0.061
0.004 -0.477 0.096
0.149 -0.242 -2.566
2.375 0.790 0.991
-0.121 0.719 1.647
1.919 0.341 0.858
-0.406 0.157 -0.351
-1.576 1.096 -0.113
-0.774 -0.491 0.595
0.906 -2.538 -0.560
0.525 0.094 -0.638
0.366 -0.764 1.021

***

Record 2
Below is a cluster of 2 separate species, C4H14N3 in total at a distorted geometry, with properties calculated with ωB97M-V with the def2-TZVPD basis set.

Values from the calculation:
Charge: +1
Kohn-Sham gap in Eh: 0.366
E_LUMO in eV: -3.12
M in g/mol: 104.2
Energy relative to the best compared isomer or geometry (same formula, charge and spin) in eV: 1.8428
HOMO in eV: -13.08

Element x y z (Å)
1 C -1.7330 -1.9520 -0.7324
2 C -1.2932 1.6100 0.6239
3 C -1.8093 -0.4329 -0.7325
4 C 2.5314 0.4605 -0.3083
5 N 3.7535 0.2267 0.0528
6 N 1.5798 -0.0548 0.4276
7 N -1.1619 0.1590 0.5343
8 H -1.9708 -2.4350 -1.7108
9 H -0.8711 -2.3303 -0.2884
10 H -2.4871 -2.2319 -0.0234
11 H -2.3029 1.8049 1.0949
12 H -0.7112 2.1788 1.3560
13 H -1.2661 2.0906 -0.3113
14 H -2.7515 0.1514 -0.7556
15 H -1.0729 0.0381 -1.5334
16 H 2.3462 0.8960 -1.2895
17 H 4.6501 0.4540 -0.4910
18 H 3.8974 -0.0055 1.0102
19 H 1.7347 -0.4235 1.3210
20 H 0.4660 0.0928 0.4559
21 H -1.5279 -0.2969 1.2999

Cartesian forces, eV/Å:
-2.563 0.941 -0.724
-2.915 0.058 2.525
3.203 2.992 -0.396
-1.136 -1.438 -0.063
3.768 1.074 -1.065
-2.310 1.697 -1.081
2.311 0.175 -2.596
0.326 0.563 0.816
1.976 -0.372 0.227
-0.800 -0.686 0.224
0.509 0.139 -0.967
0.933 -0.761 -0.255
0.187 0.400 -1.253
-0.023 -1.243 -0.712
-1.813 -1.025 1.032
-0.242 0.028 0.327
-2.312 -0.247 0.975
0.371 -0.469 0.531
1.281 -0.820 1.350
0.290 -0.089 -1.059
-1.040 -0.917 2.164

***

Record 3
Below is a cluster of 2 separate species, C4H14N3 in total, with properties calculated with ωB97M-V with the def2-TZVPD basis set.

Values from the calculation:
Charge: +1
Kohn-Sham gap in Eh: 0.318
E_LUMO in eV: -2.98
M in g/mol: 104.2
Energy relative to the best compared isomer or geometry (same formula, charge and spin) in eV: 1.0227
HOMO in eV: -11.64

Element x y z (Å)
1 C -0.1595 1.7473 0.4613
2 C 0.6861 1.6222 1.4825
3 N 0.4083 1.9791 2.8036
4 N 0.1695 1.3251 -0.8868
5 H -1.1493 2.1607 0.6124
6 H 1.7161 1.3269 1.3106
7 H 0.8439 1.3727 3.4827
8 H -0.5782 2.0634 3.0041
9 H 1.0978 1.6619 -1.1400
10 H -0.4567 1.7857 -1.5371
11 C -0.2066 -2.4820 -2.3404
12 C -0.8555 -2.2521 -0.9902
13 N 0.0026 -1.3481 -0.1614
14 H -0.8336 -3.1444 -2.9334
15 H -0.0978 -1.5458 -2.8857
16 H 0.7784 -2.9346 -2.2266
17 H -1.8284 -1.7748 -1.0764
18 H -0.9718 -3.1824 -0.4384
19 H 0.9400 -1.7274 -0.0292
20 H -0.3683 -1.1805 0.7753
21 H 0.0908 -0.3691 -0.5857

Cartesian forces, eV/Å:
0.046 -0.060 0.051
-0.106 0.121 0.206
-0.045 -0.237 -0.204
0.134 0.441 0.135
-0.067 -0.158 -0.089
0.020 -0.173 -0.012
0.127 0.155 0.046
0.009 0.142 0.030
-0.067 -0.146 0.014
-0.055 -0.119 -0.081
-0.085 0.128 0.103
0.119 -0.127 -0.006
0.087 0.251 0.372
0.062 -0.040 -0.004
0.006 0.034 -0.042
-0.008 -0.086 -0.056
-0.017 0.033 0.002
-0.053 -0.009 0.000
-0.017 -0.072 -0.150
-0.136 -0.136 -0.064
0.045 0.060 -0.253

***

> Number 2 is which compound?

C4H14N3

***

Copy entry 1 word for word.
Below is the ion C4H14N3 with charge +1 at a distorted geometry, with properties calculated with ωB97M-V with the def2-TZVPD basis set.

Values from the calculation:
Charge: +1
SMILES string: CN(C)[N+](C)(C)N
Kohn-Sham gap in Eh: 0.390
E_LUMO in eV: -2.81
M in g/mol: 104.2
Energy relative to the best compared isomer or geometry (same formula, charge and spin) in eV: 4.7532
HOMO in eV: -13.43

Element x y z (Å)
1 C 1.3278 1.3564 0.6977
2 N 0.8158 0.0289 0.4486
3 C 1.6329 -1.0142 -0.1042
4 N -0.6192 0.0107 0.0072
5 C -1.2012 -1.2259 0.5162
6 C -0.7458 0.0128 -1.4172
7 N -1.4516 1.1574 0.5340
8 H 1.0001 2.1059 -0.0744
9 H 0.9404 1.8083 1.5807
10 H 2.4099 1.2801 0.7184
11 H 1.2962 -1.9690 0.2590
12 H 1.5707 -1.0053 -1.1332
13 H 2.6222 -0.9699 0.1533
14 H -1.2840 -1.3073 1.5553
15 H -2.2452 -1.3831 0.0290
16 H -0.5320 -2.0462 0.2518
17 H -1.7109 0.2830 -1.7099
18 H 0.0229 0.6687 -1.9041
19 H -0.7157 -0.9239 -1.8338
20 H -1.6204 1.1741 1.5404
21 H -1.5132 1.9585 -0.1147

Cartesian forces, eV/Å:
-0.438 0.858 -1.774
-1.154 0.801 1.754
-2.522 -0.499 0.413
-0.224 1.774 2.447
-2.078 -1.842 -1.873
1.408 2.452 -1.806
0.978 -1.604 -1.371
0.714 -0.667 0.078
-0.036 -0.129 1.091
-0.015 0.170 0.061
0.004 -0.477 0.096
0.149 -0.242 -2.566
2.375 0.790 0.991
-0.121 0.719 1.647
1.919 0.341 0.858
-0.406 0.157 -0.351
-1.576 1.096 -0.113
-0.774 -0.491 0.595
0.906 -2.538 -0.560
0.525 0.094 -0.638
0.366 -0.764 1.021